Version one
# C27H27N3O3S

C27H27N3O3S in the gas phase (the ωB97M-V functional and the def2-TZVPD basis, the Open Molecules 2025 dataset).

Last columns: bonded neighbours and bond lengths (Å).
Geometry (Å):
1 C 0.014 5.032 4.015  C2 1.523, H59 1.088, H60 1.088, H61 1.088
2 C 1.114 5.148 2.968  C1 1.523, H3 1.092, H4 1.092, C5 1.534
3 H 1.910 4.437 3.197  C2 1.092
4 H 1.543 6.152 3.001  C2 1.092
5 C 0.591 4.879 1.551  C2 1.534, C6 1.499, H57 1.092, H58 1.092
6 C 0.108 3.468 1.400  C5 1.499, C7 1.392, C11 1.392
7 C -1.248 3.158 1.378  C6 1.392, C8 1.382, H56 1.081
8 C -1.675 1.852 1.228  C7 1.382, C9 1.393, H55 1.079
9 C -0.752 0.820 1.075  C8 1.393, C10 1.395, C14 1.467
10 C 0.608 1.126 1.123  C9 1.395, C11 1.380, H13 1.080
11 C 1.029 2.429 1.292  C6 1.392, C10 1.380, H12 1.078
12 H 2.083 2.654 1.317  C11 1.078
13 H 1.345 0.340 1.051  C10 1.080
14 C -1.222 -0.554 0.867  C9 1.467, N15 1.312, C23 1.414
15 N -2.370 -0.897 1.398  C14 1.312, C16 1.344
16 C -2.828 -2.150 1.232  N15 1.344, C17 1.411, C21 1.425
17 C -4.063 -2.490 1.822  C16 1.411, C18 1.366, H54 1.079
18 C -4.567 -3.754 1.689  C17 1.366, C19 1.404, H53 1.080
19 C -3.863 -4.729 0.965  C18 1.404, C20 1.368, H52 1.080
20 C -2.661 -4.434 0.382  C19 1.368, C21 1.408, H51 1.079
21 C -2.116 -3.141 0.495  C16 1.425, C20 1.408, C22 1.419
22 C -0.881 -2.747 -0.083  C21 1.419, C23 1.373, C25 1.497
23 C -0.449 -1.456 0.099  C14 1.414, C22 1.373, H24 1.080
24 H 0.448 -1.097 -0.383  C23 1.080
25 C -0.065 -3.672 -0.930  C22 1.497, O26 1.214, N27 1.357
26 O -0.524 -4.395 -1.791  C25 1.214
27 N 1.260 -3.617 -0.640  C25 1.357, H28 1.007, C29 1.447
28 H 1.570 -2.929 0.027  N27 1.007
29 C 2.261 -4.190 -1.513  N27 1.447, H30 1.090, H31 1.093, C32 1.544
30 H 3.225 -4.109 -1.009  C29 1.090
31 H 2.026 -5.247 -1.663  C29 1.093
32 C 2.293 -3.487 -2.887  C29 1.544, C33 1.503, H49 1.091, H50 1.090
33 C 2.074 -2.006 -2.752  C32 1.503, C34 1.393, C38 1.392
34 C 3.000 -1.200 -2.094  C33 1.393, C35 1.385, H48 1.081
35 C 2.770 0.158 -1.945  C34 1.385, C36 1.380, H47 1.079
36 C 1.612 0.708 -2.458  C35 1.380, C37 1.380, S41 1.780
37 C 0.680 -0.071 -3.112  C36 1.380, C38 1.384, H40 1.077
38 C 0.909 -1.429 -3.249  C33 1.392, C37 1.384, H39 1.080
39 H 0.178 -2.051 -3.744  C38 1.080
40 H -0.212 0.394 -3.499  C37 1.077
41 S 1.343 2.465 -2.369  C36 1.780, O42 1.433, O43 1.437, N44 1.676
42 O 1.421 3.012 -3.692  S41 1.433
43 O 2.180 3.027 -1.346  S41 1.437
44 N -0.268 2.540 -1.909  S41 1.676, H45 1.008, H46 1.007
45 H -0.381 2.708 -0.922  N44 1.008
46 H -0.771 3.216 -2.461  N44 1.007
47 H 3.471 0.803 -1.439  C35 1.079
48 H 3.909 -1.636 -1.706  C34 1.081
49 H 3.253 -3.691 -3.363  C32 1.091
50 H 1.501 -3.906 -3.507  C32 1.090
51 H -2.125 -5.178 -0.186  C20 1.079
52 H -4.280 -5.721 0.871  C19 1.080
53 H -5.513 -4.012 2.142  C18 1.080
54 H -4.584 -1.725 2.376  C17 1.079
55 H -2.726 1.610 1.214  C8 1.079
56 H -1.977 3.950 1.478  C7 1.081
57 H -0.221 5.577 1.332  C5 1.092
58 H 1.398 5.049 0.834  C5 1.092
59 H -0.782 5.746 3.814  C1 1.088
60 H 0.410 5.233 5.008  C1 1.088
61 H -0.412 4.031 4.011  C1 1.088

Results
Structure (SMILES): CCCc1ccc(-c2cc(C(=O)NCCc3ccc(S(N)(=O)=O)cc3)c3ccccc3n2)cc1
Net charge: 0
Frontier orbital gap in eV: 8.3

Version two
# C27H27N3O3S

C27H27N3O3S in the gas phase (the ωB97M-V functional and the def2-TZVPD basis, the Open Molecules 2025 dataset).

Last columns: bonded neighbours and bond lengths (Å).
Geometry (Å):
1 C 5.776 -4.044 3.423  C2 1.523, H59 1.088, H60 1.088, H61 1.088
2 C 5.075 -2.880 2.736  C1 1.523, H3 1.092, H4 1.092, C5 1.534
3 H 5.564 -2.668 1.782  C2 1.092
4 H 5.158 -1.984 3.355  C2 1.092
5 C 3.592 -3.182 2.485  C2 1.534, C6 1.498, H57 1.091, H58 1.091
6 C 2.920 -2.024 1.812  C5 1.498, C7 1.389, C11 1.389
7 C 2.372 -0.989 2.559  C6 1.389, C8 1.380, H56 1.080
8 C 1.769 0.088 1.943  C7 1.380, C9 1.391, H55 1.079
9 C 1.679 0.143 0.556  C8 1.391, C10 1.393, C14 1.467
10 C 2.247 -0.879 -0.200  C9 1.393, C11 1.383, H13 1.083
11 C 2.874 -1.941 0.426  C6 1.389, C10 1.383, H12 1.081
12 H 3.318 -2.727 -0.170  C11 1.081
13 H 2.230 -0.817 -1.280  C10 1.083
14 C 0.966 1.248 -0.095  C9 1.467, N15 1.310, C23 1.415
15 N 1.146 2.463 0.363  C14 1.310, C16 1.345
16 C 0.523 3.493 -0.237  N15 1.345, C17 1.411, C21 1.425
17 C 0.812 4.796 0.220  C16 1.411, C18 1.367, H54 1.078
18 C 0.238 5.883 -0.379  C17 1.367, C19 1.403, H53 1.080
19 C -0.637 5.717 -1.463  C18 1.403, C20 1.369, H52 1.080
20 C -0.953 4.465 -1.918  C19 1.369, C21 1.409, H51 1.080
21 C -0.404 3.321 -1.305  C16 1.425, C20 1.409, C22 1.421
22 C -0.683 1.983 -1.694  C21 1.421, C23 1.371, C25 1.494
23 C 0.051 0.968 -1.136  C14 1.415, C22 1.371, H24 1.079
24 H -0.138 -0.051 -1.440  C23 1.079
25 C -1.811 1.565 -2.580  C22 1.494, O26 1.214, N27 1.361
26 O -1.727 0.639 -3.360  C25 1.214
27 N -2.963 2.259 -2.374  C25 1.361, H28 1.009, C29 1.442
28 H -2.983 2.928 -1.618  N27 1.009
29 C -4.236 1.724 -2.788  N27 1.442, H30 1.094, H31 1.092, C32 1.541
30 H -4.858 2.527 -3.193  C29 1.094
31 H -4.026 0.994 -3.573  C29 1.092
32 C -4.953 1.041 -1.607  C29 1.541, C33 1.502, H49 1.092, H50 1.090
33 C -4.051 -0.001 -1.010  C32 1.502, C34 1.391, C38 1.391
34 C -3.181 0.329 0.025  C33 1.391, C35 1.385, H48 1.081
35 C -2.281 -0.603 0.514  C34 1.385, C36 1.378, H47 1.079
36 C -2.265 -1.869 -0.030  C35 1.378, C37 1.381, S41 1.789
37 C -3.129 -2.224 -1.047  C36 1.381, C38 1.383, H40 1.079
38 C -4.016 -1.286 -1.541  C33 1.391, C37 1.383, H39 1.080
39 H -4.688 -1.549 -2.345  C38 1.080
40 H -3.103 -3.233 -1.429  C37 1.079
41 S -1.100 -3.086 0.571  C36 1.789, O42 1.431, O43 1.431, N44 1.661
42 O -1.765 -4.352 0.633  S41 1.431
43 O -0.432 -2.578 1.731  S41 1.431
44 N 0.045 -3.192 -0.628  S41 1.661, H45 1.005, H46 1.009
45 H -0.315 -3.426 -1.537  N44 1.005
46 H 0.692 -2.418 -0.624  N44 1.009
47 H -1.592 -0.371 1.312  C35 1.079
48 H -3.208 1.320 0.457  C34 1.081
49 H -5.207 1.794 -0.857  C32 1.092
50 H -5.875 0.588 -1.972  C32 1.090
51 H -1.598 4.345 -2.776  C20 1.080
52 H -1.055 6.587 -1.946  C19 1.080
53 H 0.468 6.880 -0.033  C18 1.080
54 H 1.511 4.898 1.034  C17 1.078
55 H 1.340 0.890 2.525  C8 1.079
56 H 2.408 -1.036 3.638  C7 1.080
57 H 3.508 -4.072 1.859  C5 1.091
58 H 3.101 -3.387 3.437  C5 1.091
59 H 5.311 -4.256 4.384  C1 1.088
60 H 6.825 -3.812 3.594  C1 1.088
61 H 5.717 -4.941 2.811  C1 1.088

Results
Structure (SMILES): CCCc1ccc(-c2cc(C(=O)NCCc3ccc(S(N)(=O)=O)cc3)c3ccccc3n2)cc1
Net charge: 0
Frontier orbital gap in eV: 8.3

Most stable: version one (next structure +0.244 eV)

Version one
# C20H21N3O3S

C20H21N3O3S in the gas phase (the ωB97M-V functional and the def2-TZVPD basis, the Open Molecules 2025 dataset).

Last columns: bonded neighbours and bond lengths (Å).
Geometry (Å):
1 O 3.614 7.791 -2.330  C6 1.187
2 S -4.266 -7.904 4.995  C7 1.684
3 N -3.536 -5.184 2.202  C8 1.309, N24 1.375
4 O 4.852 6.334 -3.506  C6 1.346, C25 1.467
5 O 1.323 1.137 -0.310  C19 1.405, C27 1.406
6 C 3.789 6.700 -2.766  O1 1.187, O4 1.346, C20 1.512
7 C -3.875 -6.455 4.230  S2 1.684, N23 1.386, N24 1.363
8 C -3.068 -5.470 1.013  N3 1.309, C9 1.493, C26 1.551
9 C -2.407 -4.296 0.370  C8 1.493, C10 1.393, H28 1.071
10 C -2.359 -3.030 0.950  C9 1.393, C21 1.498, H29 1.087
11 C -0.664 0.284 0.984  C15 1.408, C19 1.421, H30 1.074
12 C 0.785 -1.117 -0.310  C16 1.410, C19 1.356, H31 1.113
13 C 3.340 4.341 -2.400  C17 1.439, C20 1.337, H32 1.098
14 C 1.797 5.900 -1.464  C18 1.448, C20 1.380, H33 1.099
15 C -1.609 -0.748 1.141  C11 1.408, C21 1.380, H34 1.138
16 C -0.079 -2.182 0.015  C12 1.410, C21 1.407, H35 1.057
17 C 2.770 3.294 -1.593  C13 1.439, C22 1.445, H36 1.108
18 C 1.114 4.856 -0.728  C14 1.448, C22 1.347, H37 1.064
19 C 0.496 0.113 0.183  O5 1.405, C11 1.421, C12 1.356
20 C 2.920 5.596 -2.208  C6 1.512, C13 1.337, C14 1.380
21 C -1.349 -1.985 0.587  C10 1.498, C15 1.380, C16 1.407
22 C 1.632 3.613 -0.761  C17 1.445, C18 1.347, C27 1.537
23 N -3.535 -5.449 5.121  C7 1.386, H38 1.037, H39 1.054
24 N -4.168 -6.164 2.932  N3 1.375, C7 1.363, H40 1.029
25 C 5.458 7.420 -4.284  O4 1.467, H41 1.025, H42 1.120, H43 1.117
26 C -3.284 -6.730 0.135  C8 1.551, H44 1.103, H45 1.120, H46 1.105
27 C 0.956 2.459 -0.005  O5 1.406, C22 1.537, H47 1.083, H48 1.101
28 H -1.738 -4.450 -0.451  C9 1.071
29 H -2.956 -2.888 1.848  C10 1.087
30 H -0.850 1.188 1.533  C11 1.074
31 H 1.611 -1.276 -1.039  C12 1.113
32 H 4.245 4.069 -2.956  C13 1.098
33 H 1.514 6.910 -1.138  C14 1.099
34 H -2.500 -0.691 1.847  C15 1.138
35 H 0.122 -3.141 -0.381  C16 1.057
36 H 3.166 2.275 -1.769  C17 1.108
37 H 0.152 5.121 -0.359  C18 1.064
38 H -3.338 -5.844 6.060  N23 1.037
39 H -3.778 -4.443 4.925  N23 1.054
40 H -4.592 -7.002 2.509  N24 1.029
41 H 5.635 8.309 -3.806  C25 1.025
42 H 6.491 7.095 -4.571  C25 1.120
43 H 4.871 7.542 -5.227  C25 1.117
44 H -2.454 -7.410 0.391  C26 1.103
45 H -4.326 -7.139 0.158  C26 1.120
46 H -3.015 -6.531 -0.918  C26 1.105
47 H 1.229 2.669 1.022  C27 1.083
48 H -0.136 2.511 0.127  C27 1.101

Results
Structure (SMILES): COC(=O)c1ccc(COc2ccc(/C=C/C(C)=N/NC(N)=S)cc2)cc1
Net charge: 0
Frontier orbital gap in eV: 7.6

Version two
# C20H21N3O3S

C20H21N3O3S in the gas phase (the ωB97M-V functional and the def2-TZVPD basis, the Open Molecules 2025 dataset).

Last columns: bonded neighbours and bond lengths (Å).
Geometry (Å):
1 C 4.224 2.341 -1.041  N2 1.438, H46 1.092, H47 1.093, H48 1.087
2 N 4.294 0.991 -0.549  C1 1.438, C3 1.352, C6 1.378
3 C 5.416 0.412 -0.065  N2 1.352, C4 1.405, C43 1.413
4 C 5.107 -0.897 0.342  C3 1.405, C5 1.391, S41 1.730
5 C 3.754 -1.112 0.099  C4 1.391, C6 1.394, H40 1.070
6 C 3.271 0.073 -0.454  N2 1.378, C5 1.394, C7 1.451
7 C 1.905 0.329 -0.873  C6 1.451, O8 1.213, O9 1.350
8 O 1.485 1.327 -1.420  C7 1.213
9 O 1.120 -0.739 -0.615  C7 1.350, C10 1.413
10 C -0.259 -0.531 -0.842  O9 1.413, C11 1.499, H21 1.099, C22 1.556
11 C -1.012 -1.810 -0.634  C10 1.499, C12 1.391, C16 1.390
12 C -2.111 -2.137 -1.422  C11 1.391, C13 1.386, H20 1.081
13 C -2.818 -3.291 -1.122  C12 1.386, N14 1.321, H19 1.082
14 N -2.503 -4.100 -0.126  C13 1.321, C15 1.322
15 C -1.452 -3.792 0.615  N14 1.322, C16 1.386, H18 1.082
16 C -0.677 -2.662 0.412  C11 1.390, C15 1.386, H17 1.078
17 H 0.166 -2.433 1.044  C16 1.078
18 H -1.228 -4.484 1.416  C15 1.082
19 H -3.680 -3.583 -1.707  C13 1.082
20 H -2.402 -1.518 -2.259  C12 1.081
21 H -0.415 -0.118 -1.848  C10 1.099
22 C -0.789 0.487 0.209  C10 1.556, O23 1.207, N24 1.342
23 O -0.109 0.862 1.132  C22 1.207
24 N -2.060 0.852 -0.021  C22 1.342, H25 1.007, C26 1.449
25 H -2.572 0.419 -0.773  N24 1.007
26 C -2.842 1.618 0.930  N24 1.449, C27 1.528, C36 1.532, H39 1.092
27 C -3.882 2.467 0.200  C26 1.528, H28 1.089, H29 1.089, C30 1.539
28 H -3.485 2.873 -0.729  C27 1.089
29 H -4.167 3.303 0.838  C27 1.089
30 C -5.084 1.534 -0.030  C27 1.539, H31 1.089, H32 1.090, C33 1.541
31 H -6.015 2.046 0.211  C30 1.089
32 H -5.147 1.225 -1.073  C30 1.090
33 C -4.870 0.315 0.888  C30 1.541, H34 1.088, H35 1.091, C36 1.530
34 H -5.764 0.078 1.461  C33 1.088
35 H -4.613 -0.568 0.302  C33 1.091
36 C -3.701 0.694 1.800  C26 1.532, C33 1.530, H37 1.089, H38 1.090
37 H -3.141 -0.173 2.149  C36 1.089
38 H -4.056 1.250 2.667  C36 1.090
39 H -2.132 2.204 1.515  C26 1.092
40 H 3.178 -1.994 0.284  C5 1.070
41 S 6.505 -1.701 0.969  C4 1.730, C42 1.738
42 C 7.458 -0.278 0.674  S41 1.738, C43 1.357, H45 1.072
43 C 6.772 0.759 0.131  C3 1.413, C42 1.357, H44 1.075
44 H 7.211 1.709 -0.113  C43 1.075
45 H 8.499 -0.306 0.932  C42 1.072
46 H 4.551 3.037 -0.266  C1 1.092
47 H 4.871 2.456 -1.914  C1 1.093
48 H 3.198 2.565 -1.321  C1 1.087

Results
Structure (SMILES): Cn1c(C(=O)O[C@H](C(=O)NC2CCCC2)c2ccncc2)cc2sccc21
Net charge: 0
Frontier orbital gap in eV: 8.6

Most stable: version two (next structure +4.598 eV)